Density functional theory data (ωB97M-V with the def2-TZVPD basis set) for a 10-piece molecular cluster, C24H46Br3F3N18O15P2 overall in a non-equilibrium geometry.

- Net charge: 0
- HOMO-LUMO gap: 7.795 eV

Last column: Mulliken charge in e.
Element x y z (Å)
O 6.49 -2.52 0.49  -0.723
P 6.04 -1.47 1.43  0.719
C 4.24 -1.54 1.66  1.090
C 3.81 -2.63 2.41  -1.127
C 2.45 -2.84 2.63  0.445
C 2.06 -4.06 3.43  -1.857
C 2.35 -5.34 2.64  0.233
O 1.24 -6.20 2.52  -0.722
C 3.58 -6.14 3.15  0.677
F 4.58 -6.09 2.27  -0.282
F 4.05 -5.70 4.33  -0.255
F 3.29 -7.43 3.33  -0.283
C 1.53 -1.94 2.11  -0.113
C 1.96 -0.84 1.36  0.565
C 3.32 -0.64 1.14  0.312
Br 3.94 0.83 0.11  -0.183
C 0.90 0.09 0.85  -0.077
O 0.99 0.69 -0.18  -0.580
C -0.28 0.23 1.75  0.718
C -0.91 1.59 1.74  -2.019
C -2.02 1.62 0.72  0.696
O -2.02 0.96 -0.25  -0.443
Br -3.49 2.85 1.07  -0.185
C -0.68 -0.81 2.47  0.983
P -2.05 -0.89 3.70  -0.118
O -3.17 0.20 3.24  -0.375
Br -0.84 0.21 5.23  -0.272
C 0.06 -2.08 2.33  -0.102
O -0.52 -3.14 2.40  -0.557
H 6.61 -1.69 2.71  -0.053
H 6.38 -0.20 0.96  0.019
H 4.52 -3.33 2.82  0.232
H 1.01 -4.04 3.65  0.945
H 2.59 -4.01 4.38  0.255
H 2.60 -5.05 1.62  0.318
H 0.50 -5.87 3.03  0.385
H -0.19 2.33 1.39  0.446
H -1.29 1.85 2.72  0.625
H -3.14 0.99 3.79  0.305
N 2.99 1.14 4.75  -0.198
C 2.62 1.82 3.63  0.497
N 2.76 3.18 3.68  -0.467
O 2.20 1.25 2.63  -0.269
H 3.34 1.59 5.58  0.184
H 2.91 0.13 4.73  0.100
H 2.49 3.70 2.87  0.239
H 3.10 3.67 4.48  0.149
N -1.69 2.45 -2.64  0.068
C -1.76 2.93 -3.91  0.241
N -2.94 3.53 -4.23  -0.201
O -0.83 2.84 -4.71  -0.707
H -2.44 2.53 -1.99  0.116
H -0.84 1.98 -2.37  0.019
H -3.04 3.90 -5.15  0.198
H -3.71 3.60 -3.58  0.344
N -0.73 -5.96 -2.32  -0.426
C -0.70 -6.01 -0.95  0.750
N 0.54 -6.21 -0.40  -0.303
O -1.70 -5.88 -0.28  -0.675
H 0.08 -6.06 -2.91  0.123
H -1.62 -5.80 -2.75  0.256
H 0.59 -6.25 0.60  0.239
H 1.37 -6.31 -0.95  0.158
N -0.44 5.86 -3.11  -0.224
C -1.03 6.98 -2.60  0.619
N -0.18 7.84 -1.96  -0.287
O -2.23 7.20 -2.71  -0.690
H 0.54 5.66 -3.02  0.099
H -1.03 5.20 -3.59  0.234
H -0.57 8.67 -1.58  0.189
H 0.81 7.67 -1.87  0.194
N 4.61 6.86 -2.24  -0.359
C 4.04 7.99 -1.73  0.625
N 4.89 8.85 -1.09  -0.406
O 2.85 8.22 -1.83  -0.661
H 5.59 6.66 -2.17  0.170
H 4.01 6.22 -2.72  0.200
H 4.50 9.68 -0.70  0.215
H 5.88 8.68 -0.99  0.161
N -6.95 3.80 -1.18  -0.409
C -5.99 4.17 -2.08  0.620
N -6.31 5.27 -2.84  -0.389
O -4.94 3.57 -2.20  -0.691
H -7.82 4.27 -1.06  0.161
H -6.75 3.00 -0.60  0.227
H -5.63 5.58 -3.51  0.193
H -7.17 5.77 -2.75  0.167
N 5.93 -1.04 4.89  -0.357
C 4.92 -1.87 5.29  0.588
N 5.30 -3.14 5.61  -0.364
O 3.76 -1.50 5.35  -0.681
H 6.89 -1.32 4.83  0.244
H 5.68 -0.10 4.64  0.173
H 4.58 -3.77 5.91  0.210
H 6.24 -3.47 5.57  0.170
N -2.43 -9.50 -5.93  -0.386
C -1.99 -8.47 -5.14  0.609
N -2.42 -8.49 -3.85  -0.275
O -1.25 -7.60 -5.57  -0.631
H -3.03 -10.23 -5.60  0.162
H -2.13 -9.51 -6.88  0.225
H -2.10 -7.74 -3.26  0.117
H -3.02 -9.20 -3.47  0.163
N -7.99 1.04 -3.43  -0.321
C -8.92 1.32 -4.40  0.544
N -9.05 2.66 -4.68  -0.298
O -9.57 0.46 -4.96  -0.641
H -7.45 1.73 -2.96  0.199
H -7.86 0.07 -3.20  0.170
H -9.72 2.91 -5.39  0.193
H -8.52 3.38 -4.24  0.152

***

Density functional theory data (ωB97M-V with the def2-TZVPD basis set) for C24H46Cl2EuN3O7SSi as an isolated structure in a non-equilibrium geometry.

- Net charge: -1
- HOMO-LUMO gap (alpha / beta): 5.538 / 5.543 eV
- Spin multiplicity: 8

Last column: Mulliken charge in e.
Element x y z (Å)
C 3.07 -2.49 -2.39  -2.082
C 2.32 -1.80 -3.47  0.827
H 2.59 -3.49 -2.26  0.416
H 2.98 -1.97 -1.43  0.312
H 4.12 -2.63 -2.69  0.402
C 2.36 -2.32 -4.71  0.067
C 2.95 -3.66 -5.04  -1.403
H 2.03 -1.78 -5.61  0.445
H 2.48 -4.49 -4.48  0.251
H 4.04 -3.69 -4.84  0.296
H 2.79 -3.84 -6.11  0.380
Eu 0.16 0.44 1.40  0.828
Cl 1.91 1.40 -0.29  -0.645
C -0.59 3.41 1.48  0.222
O -1.22 2.31 1.44  -0.621
N -1.07 4.56 1.00  0.204
C -2.40 4.63 0.38  -0.813
C -0.15 5.68 0.73  -0.893
H 0.41 3.45 1.93  0.289
H -3.11 4.12 1.04  0.261
H -2.43 4.16 -0.61  0.234
H -2.68 5.69 0.27  0.340
H 0.64 5.70 1.49  0.328
H -0.71 6.62 0.77  0.280
H 0.31 5.57 -0.26  0.316
H -2.98 2.07 6.19  0.369
H -1.84 1.24 8.05  0.332
C -2.89 1.05 5.80  -1.031
C -1.14 0.60 7.50  -0.913
N -1.58 0.52 6.11  0.288
H -2.99 1.04 4.71  0.262
C -0.81 0.00 5.15  -0.119
O -1.10 -0.01 3.93  -0.646
H -0.12 1.02 7.54  0.332
H 0.13 -0.44 5.52  0.512
H -3.67 0.44 6.27  0.336
H -1.13 -0.39 7.98  0.277
H -0.03 -5.26 3.07  0.308
H -0.10 -4.24 0.06  0.283
C -1.00 -5.30 2.56  -0.984
C -1.25 -4.28 0.33  -1.011
N -1.20 -4.13 1.73  0.372
H -1.81 -5.32 3.29  0.349
C -1.10 -2.87 2.25  -0.158
O -0.74 -1.89 1.58  -0.515
H -1.72 -3.46 -0.19  0.075
H -1.37 -2.85 3.32  0.230
H -1.01 -6.17 1.90  0.312
H -1.60 -5.28 0.05  0.315
O 0.62 -0.80 -1.94  0.168
C 1.59 -0.53 -3.02  -0.312
C 0.30 -0.22 -5.26  0.131
C 1.14 0.27 -4.24  -0.147
H -0.04 -1.25 -5.21  1.004
C -0.06 0.61 -6.32  -1.365
H 2.34 0.07 -2.50  0.331
C 1.73 1.54 -4.39  -0.136
H -0.77 0.25 -7.06  0.347
C 0.50 1.88 -6.44  -0.490
C 1.40 2.34 -5.48  -0.706
H 2.44 1.89 -3.64  0.392
H 0.22 2.52 -7.29  0.364
H 1.86 3.32 -5.58  0.388
Si -1.05 -0.42 -2.11  1.108
Cl 1.10 -3.93 -0.88  -0.676
C -2.05 -1.34 -3.40  -1.379
C -1.09 1.43 -2.62  -1.102
C -2.19 -0.39 -0.60  -1.119
H -2.08 -0.85 -4.38  0.414
H -3.11 -1.41 -3.06  0.475
H -1.68 -2.37 -3.52  0.302
H -1.98 -1.11 0.20  -0.013
H -3.20 -0.65 -0.96  0.464
H -2.26 0.66 -0.21  0.412
H -1.11 1.56 -3.71  0.324
H -0.20 1.94 -2.25  0.259
H -1.96 1.99 -2.24  0.365
C 3.52 1.01 4.62  -1.069
S 1.98 1.86 4.34  0.974
O 1.14 1.53 5.50  -0.570
O 2.23 3.26 4.11  -0.680
O 1.49 1.17 3.08  -0.235
H 3.88 1.24 5.63  0.367
H 4.23 1.35 3.86  0.342
H 3.37 -0.08 4.54  0.247

***

Density functional theory data (ωB97M-V with the def2-TZVPD basis set) for C24H46Cl2InN4O8 as an isolated structure in a non-equilibrium geometry.

- Net charge: -1
- HOMO-LUMO gap: 7.051 eV

Last column: Mulliken charge in e.
Element x y z (Å)
C -1.01 -0.93 6.92  -0.592
C -0.66 -1.34 5.83  -0.495
In 0.03 -1.68 3.74  1.303
C 1.14 -3.60 3.67  -1.117
C 1.81 -3.91 2.33  0.378
C 2.36 -5.35 2.14  -0.333
C 2.32 -6.24 3.35  0.258
O 1.80 -7.33 3.30  -0.636
O 2.92 -5.84 4.51  -0.453
O -1.73 -1.71 2.59  -0.755
C -2.31 -2.98 2.48  -0.680
C -2.04 -3.69 1.11  0.460
C -1.45 -5.10 1.31  -1.195
O -1.32 -2.90 0.21  -0.638
C 1.16 0.11 3.02  -0.636
Cl 0.17 1.49 2.46  -0.336
C 2.46 0.29 2.95  0.757
C 3.12 1.51 2.38  -1.066
Cl 3.54 -0.95 3.57  -0.221
H -1.32 -0.55 7.85  0.341
H 0.41 -4.39 3.86  0.360
H 1.84 -3.62 4.50  0.498
H 1.06 -3.74 1.56  -0.475
H 2.62 -3.22 2.11  0.378
H 1.83 -5.84 1.34  0.099
H 3.40 -5.31 1.82  0.361
H 2.33 -6.14 5.21  0.364
H -3.40 -2.85 2.58  0.318
H -2.01 -3.61 3.33  0.195
H -3.01 -3.85 0.65  0.523
H -1.38 -5.38 2.36  0.307
H -0.47 -5.21 0.86  0.106
H -2.09 -5.85 0.85  0.419
H -0.58 -2.49 0.66  0.312
H 4.04 1.17 1.90  0.324
H 2.51 1.87 1.57  0.266
H 3.32 2.28 3.12  0.272
C -0.12 3.95 -1.26  0.453
O 0.42 4.79 -1.98  -0.675
N -1.30 3.37 -1.50  0.201
C -1.87 2.39 -0.60  -0.385
C -2.04 3.74 -2.70  -1.155
H 0.36 3.59 -0.33  -0.002
H -2.02 1.44 -1.12  0.355
H -2.83 2.75 -0.22  0.333
H -1.20 2.22 0.24  -0.204
H -1.44 3.52 -3.58  0.286
H -2.25 4.81 -2.68  0.284
H -2.98 3.19 -2.76  0.643
C 3.47 -3.83 -1.24  0.123
O 3.86 -4.27 -0.17  -0.607
N 3.28 -4.57 -2.35  0.139
C 2.81 -3.99 -3.59  -0.960
C 3.56 -5.99 -2.29  -0.934
H 3.23 -2.76 -1.38  0.286
H 1.86 -4.45 -3.88  0.347
H 3.55 -4.15 -4.38  0.351
H 2.65 -2.92 -3.47  0.297
H 2.93 -6.46 -1.53  0.264
H 4.60 -6.16 -2.02  0.293
H 3.35 -6.45 -3.26  0.384
C 2.54 4.98 0.16  -0.203
O 3.00 3.92 0.53  -0.561
N 1.95 5.88 0.98  0.211
C 1.41 7.12 0.50  -0.990
C 1.86 5.56 2.40  -0.828
H 2.56 5.30 -0.89  0.448
H 1.91 7.96 0.99  0.389
H 0.34 7.17 0.71  0.335
H 1.55 7.20 -0.58  0.305
H 2.87 5.42 2.81  0.265
H 1.31 4.64 2.54  0.207
H 1.37 6.37 2.93  0.391
C -5.61 3.82 -4.34  0.117
O -4.72 3.26 -3.74  -0.604
N -5.52 4.25 -5.61  0.105
C -6.63 4.92 -6.28  -0.927
C -4.28 4.05 -6.33  -0.883
H -6.59 4.02 -3.88  0.255
H -6.92 4.35 -7.16  0.333
H -6.32 5.92 -6.58  0.338
H -7.48 4.99 -5.61  0.290
H -4.05 2.98 -6.38  0.289
H -3.46 4.54 -5.80  0.258
H -4.36 4.45 -7.34  0.370